No. 1
DFT (ωB97M-V/def2-TZVPD) results for C32H44CsNO4PSbSe4Te as an isolated structure.

Calculated values
E_LUMO = 2.68 eV
total charge = -2
calculated total energy = -328627.481 eV
spin multiplicity = 1
HOMO = 0.14 eV

Last column: Mulliken charge in e.
Positions of all 89 atoms, in Å:
Cs: -16.10407 -7.22674 10.55679  0.58
C: -15.75120 -3.59463 9.54069  -0.79
O: -16.21315 -4.80586 8.95194  -0.11
C: -17.45699 -4.88762 8.18426  -0.58
C: -18.68492 -4.64585 9.04430  -0.23
O: -18.47547 -5.52919 10.24131  -0.09
C: -19.64982 -5.58306 11.09665  0.05
C: -19.37763 -5.21464 12.62417  -0.63
O: -18.19854 -5.85949 13.06345  -0.18
C: -17.96714 -5.55619 14.48278  -0.42
H: -16.26008 -2.75860 9.00220  0.32
H: -15.99915 -3.57293 10.62247  0.21
H: -14.66647 -3.46665 9.36510  0.22
H: -17.22491 -4.07086 7.48830  0.39
H: -17.51629 -5.86856 7.63391  0.17
H: -18.65504 -3.60850 9.37021  0.22
H: -19.66679 -4.92777 8.51620  0.15
H: -20.45161 -4.85300 10.73080  0.28
H: -20.00296 -6.62309 11.14674  -0.38
H: -19.35438 -4.09903 12.74971  0.29
H: -20.27809 -5.57394 13.09526  0.41
H: -17.32737 -6.41532 14.77161  -0.01
H: -17.42295 -4.53974 14.53164  0.16
H: -18.88906 -5.50259 15.01949  0.38
C: -16.27721 -11.38795 15.68562  -1.37
C: -16.46433 -11.05179 14.15937  0.32
C: -17.83944 -10.39033 13.94118  -1.19
C: -15.25378 -10.55753 13.41871  0.14
C: -13.96792 -11.28480 13.65740  -0.44
O: -13.01172 -10.24112 13.89277  -0.44
C: -13.66192 -9.00081 13.95998  -0.44
N: -14.94628 -9.07908 13.65413  -0.15
C: -12.82171 -7.84857 14.27121  0.34
C: -11.87067 -7.38987 13.38257  -0.53
C: -10.88864 -6.42710 13.66474  -0.74
C: -10.85624 -5.88157 14.91573  -0.99
C: -11.90997 -6.16725 15.76837  0.45
C: -12.82331 -7.20784 15.55775  0.58
P: -14.15585 -7.57391 16.71154  0.50
C: -14.92080 -5.94191 17.00102  0.43
C: -15.75865 -5.83943 18.12899  -0.69
C: -16.23723 -4.61908 18.53303  -0.49
C: -16.02427 -3.52010 17.66881  -0.49
C: -15.27536 -3.64065 16.54143  -0.67
C: -14.65132 -4.85461 16.21596  -0.12
C: -13.31453 -7.88201 18.27110  0.46
C: -12.76263 -6.85331 19.09433  -0.21
C: -11.99040 -7.16692 20.21213  -0.70
C: -11.77182 -8.53773 20.51268  -0.54
C: -12.35297 -9.56891 19.68782  -0.38
C: -13.11228 -9.26724 18.58459  -0.63
H: -16.57492 -10.64978 16.43412  0.29
H: -15.23039 -11.56784 15.99612  0.27
H: -16.85356 -12.36764 15.90942  0.35
H: -16.55154 -12.07772 13.85842  0.23
H: -17.64941 -9.25181 13.88239  0.07
H: -18.57010 -10.59572 14.70798  0.38
H: -18.34817 -10.69168 12.98177  0.36
H: -15.49577 -10.66101 12.34698  0.55
H: -13.65719 -11.65553 12.58691  0.24
H: -13.85857 -12.01687 14.49282  0.31
H: -11.89932 -7.76868 12.37248  0.57
H: -10.10196 -6.21845 12.93389  0.39
H: -10.14319 -5.14456 15.23292  0.42
H: -11.98487 -5.48338 16.64629  0.21
H: -15.84926 -6.68386 18.86381  0.30
H: -16.80726 -4.57662 19.51029  0.31
H: -16.42023 -2.56431 17.93243  0.40
H: -15.33945 -2.71221 15.90294  0.28
H: -14.00228 -4.92171 15.31739  0.33
H: -12.91263 -5.86165 18.68885  0.23
H: -11.60682 -6.32731 20.79234  0.37
H: -11.25244 -8.75396 21.43875  0.35
H: -12.21220 -10.63099 19.94196  0.35
H: -13.47703 -9.98121 17.88596  0.43
C: -12.64226 -10.68316 5.84138  -1.01
Te: -14.28615 -9.38669 6.55395  0.41
C: -13.17168 -7.61282 6.91421  -1.16
H: -13.13572 -11.66378 5.62328  0.25
H: -12.06478 -10.72551 6.76900  0.26
H: -12.06903 -10.33327 5.01201  0.29
H: -13.11860 -7.53137 7.94650  0.25
H: -13.63080 -6.67849 6.58357  0.34
H: -12.20383 -7.66102 6.52437  0.39
Se: -20.76523 -9.08326 10.75008  -0.83
Sb: -20.05665 -9.21777 8.46854  0.60
Se: -17.59475 -9.76595 8.16794  -0.62
Se: -20.44678 -7.08680 7.28206  -0.78
Se: -21.42588 -11.01140 7.60931  -0.84

No. 2
DFT (ωB97M-V/def2-TZVPD) results for a 8-piece molecular cluster, C32H44F22NO14 overall.

Calculated values
E_LUMO = 1.72 eV
total charge = -1
calculated total energy = -123838.287 eV
spin multiplicity = 1
HOMO = -1.73 eV

Last column: Mulliken charge in e.
Positions of all 113 atoms, in Å:
C: -1.83609 -5.83996 -1.66964  -0.86
C: -1.03495 -4.54159 -1.52480  -0.40
C: -0.39165 -4.04378 -2.83505  1.05
C: -1.44679 -3.64191 -3.87018  -1.48
N: 0.43937 -4.98340 -3.51831  -0.87
F: 1.35887 -5.48918 -2.40252  -0.39
H: -1.19398 -6.69598 -1.46659  0.23
H: -2.66571 -5.87655 -0.95461  0.11
H: -2.22931 -5.96421 -2.67865  0.25
H: -1.64609 -3.73097 -1.10386  0.24
H: -0.22479 -4.71135 -0.81505  0.43
H: 0.14208 -3.10142 -2.55746  -0.30
H: -2.20448 -2.99349 -3.41659  0.25
H: -1.91926 -4.52794 -4.29591  0.46
H: -0.96804 -3.08958 -4.68266  0.30
C: 4.61470 1.23255 -1.36537  -0.97
C: 4.02719 1.84244 -2.61788  -0.23
O: 3.24921 0.87825 -3.35958  -0.22
C: 2.01230 0.67447 -2.93336  0.19
O: 1.47473 1.22068 -2.01344  -0.60
C: 1.30743 -0.36935 -3.82895  1.06
F: 2.09764 -1.40700 -4.06458  -0.29
F: 1.01660 0.21486 -5.01413  -0.31
F: 0.18387 -0.77221 -3.26783  -0.17
H: 5.20144 0.34877 -1.61764  0.35
H: 5.26297 1.95616 -0.87650  0.35
H: 3.83177 0.93280 -0.66959  0.17
H: 4.80944 2.15330 -3.30780  0.28
H: 3.40357 2.70725 -2.39114  0.31
C: 0.76855 1.99036 0.92762  -0.81
C: -0.45134 1.61534 1.73024  -0.47
O: -0.19381 1.74960 3.15606  -0.31
C: -0.27604 2.96585 3.64858  0.24
O: -0.56683 3.97938 3.08520  -0.55
C: 0.02871 2.92980 5.16439  1.12
F: 1.11020 2.18425 5.43721  -0.32
F: -1.00871 2.40093 5.83474  -0.28
F: 0.24100 4.15496 5.63556  -0.25
H: 1.62555 1.39281 1.23944  0.29
H: 0.59366 1.82045 -0.13189  0.43
H: 1.01315 3.04212 1.06848  0.28
H: -0.71523 0.56951 1.59496  0.38
H: -1.31621 2.22360 1.46890  0.33
C: 7.55804 5.40929 4.11584  -1.10
C: 6.97346 6.03155 2.86837  -0.22
O: 6.20218 5.06872 2.11517  -0.30
C: 4.96946 4.85249 2.54586  0.17
O: 4.42348 5.36618 3.47498  -0.53
C: 4.27049 3.82836 1.62407  1.15
F: 5.06546 2.78479 1.36126  -0.29
F: 3.95410 4.41216 0.45760  -0.28
F: 3.15639 3.37714 2.18433  -0.23
H: 8.15541 4.53381 3.86091  0.31
H: 8.19664 6.13263 4.62254  0.38
H: 6.77221 5.10141 4.80419  0.32
H: 7.75385 6.35199 2.18204  0.31
H: 6.34225 6.88820 3.10160  0.33
C: 1.69003 2.80226 8.62307  -0.63
C: 0.49729 2.38873 9.45112  -0.27
O: 0.78958 2.44704 10.87021  -0.32
C: 0.71561 3.63793 11.43255  0.35
O: 0.42680 4.67673 10.91801  -0.51
C: 1.02322 3.51681 12.94439  0.88
F: 2.09913 2.75513 13.16994  -0.25
F: -0.02086 2.95963 13.57671  -0.26
F: 1.24078 4.71672 13.47500  -0.24
H: 2.56016 2.19450 8.87428  0.33
H: 1.46607 2.67022 7.56881  -0.06
H: 1.94405 3.84804 8.79459  0.30
H: 0.23215 1.34960 9.27158  0.35
H: -0.37451 3.00736 9.24169  0.33
C: -7.96265 -4.72366 0.74705  -1.15
C: -6.67495 -4.58916 -0.03169  0.09
O: -5.58956 -4.10691 0.79095  -0.34
C: -4.95598 -5.01313 1.51342  0.30
O: -5.20198 -6.17970 1.59866  -0.53
C: -3.72914 -4.35744 2.18812  0.87
F: -4.05903 -3.20783 2.80073  -0.27
F: -2.82363 -4.08624 1.25080  -0.17
F: -3.19907 -5.17075 3.09759  -0.26
H: -8.22743 -3.77441 1.21508  0.29
H: -8.76371 -5.01363 0.06914  0.33
H: -7.88267 -5.47787 1.52980  0.39
H: -6.77193 -3.84820 -0.81777  0.14
H: -6.37684 -5.53174 -0.48956  0.33
C: -6.43066 -3.51995 -6.15676  -1.10
C: -6.89269 -2.21262 -5.55686  -0.22
O: -8.17774 -2.35891 -4.89632  -0.35
C: -8.13570 -2.87612 -3.68383  0.36
O: -7.16964 -3.23180 -3.07840  -0.51
C: -9.55615 -2.93587 -3.07299  0.88
F: -10.45215 -3.41622 -3.94034  -0.26
F: -9.94805 -1.70783 -2.70618  -0.27
F: -9.55458 -3.71635 -1.99302  -0.20
H: -7.18318 -3.91344 -6.84100  0.32
H: -5.50394 -3.36191 -6.70713  0.37
H: -6.24383 -4.26255 -5.38262  0.30
H: -7.06752 -1.46099 -6.32291  0.30
H: -6.17055 -1.82055 -4.84227  0.33
C: 2.58593 1.11084 -7.56486  -0.98
C: 3.77486 1.33269 -8.46877  -0.32
O: 4.91151 1.80905 -7.70789  -0.32
C: 5.62247 0.88404 -7.08395  0.38
O: 5.47331 -0.29832 -7.11328  -0.50
C: 6.77006 1.56143 -6.29825  0.91
F: 6.33603 2.62789 -5.61203  -0.25
F: 7.72071 1.97937 -7.15008  -0.27
F: 7.32097 0.71041 -5.44142  -0.25
H: 2.36020 2.01869 -7.00469  0.29
H: 1.71131 0.83792 -8.15484  0.42
H: 2.77658 0.31055 -6.85250  0.25
H: 3.58362 2.12198 -9.19287  0.31
H: 4.05400 0.42877 -9.00864  0.33

No. 3
DFT (ωB97M-V/def2-TZVPD) results for C32H44N3O3PV as an isolated structure.

Calculated values
E_LUMO (spin up / spin down) = -5.52 / -5.60 eV
total charge = +2
calculated total energy = -79474.894 eV
spin multiplicity = 2
⟨S²⟩ = 0.761
HOMO (spin up / spin down) = -12.44 / -11.84 eV

Last column: Mulliken charge in e.
Positions of all 84 atoms, in Å:
V: -0.11391 0.81126 -0.02205  -0.25
C: -4.37461 -1.10950 0.76604  -1.25
C: -3.43831 -0.14662 1.43752  0.67
C: -2.48154 -0.59350 2.35029  -0.49
C: -1.74254 0.30977 3.09913  -0.46
C: -1.91315 1.67824 2.92672  -0.55
C: -2.81451 2.13695 1.97849  -0.56
C: -3.57455 1.22713 1.24717  -0.70
H: -5.25809 -1.26951 1.38721  0.44
H: -3.90400 -2.07744 0.60037  0.10
H: -4.72541 -0.72352 -0.19132  0.33
H: -2.35504 -1.65887 2.50381  0.45
H: -1.04161 -0.05025 3.84228  0.59
H: -1.34162 2.37939 3.52114  0.49
H: -2.96631 3.20038 1.84034  0.45
H: -4.33898 1.59196 0.56834  0.66
C: 3.75279 0.58337 -1.97515  -0.79
C: 3.63397 1.48880 -3.02319  -1.04
C: 2.42408 2.12858 -3.20170  -0.80
C: 1.37518 1.86521 -2.32636  0.41
N: 1.49586 1.00067 -1.30037  0.92
C: 2.67123 0.37277 -1.15084  -0.48
C: 0.03086 2.45004 -2.47737  0.88
C: -0.26397 3.46865 -3.37725  -1.00
C: -1.56334 3.92747 -3.47447  -0.76
C: -2.54157 3.35781 -2.66724  -1.02
C: -2.17334 2.37378 -1.77848  -0.42
N: -0.91195 1.91670 -1.67583  0.79
H: 4.66971 0.03536 -1.80850  0.54
H: 4.46147 1.67806 -3.69253  0.47
H: 2.28996 2.81719 -4.02240  0.45
H: 2.70778 -0.33875 -0.34114  0.27
H: 0.51515 3.90478 -3.98375  0.48
H: -1.81592 4.72065 -4.16491  0.47
H: -3.57245 3.67820 -2.71496  0.52
H: -2.89301 1.92134 -1.10829  0.39
C: -3.61426 -2.40560 -2.80023  -1.70
C: -2.59465 -1.39860 -2.33287  0.46
O: -1.76485 -2.02493 -1.32749  -0.08
P: -0.36093 -1.48508 -0.78858  0.77
O: 0.71601 -2.02790 -1.85867  -0.35
C: 0.79103 -1.44174 -3.17980  0.18
C: 0.40769 -2.46797 -4.21786  -1.47
O: -0.06219 -2.48184 0.41157  -0.42
C: -0.14456 -3.93418 0.27112  -0.29
C: -1.40367 -4.45174 0.91716  -1.01
H: -4.18599 -1.98819 -3.62965  0.43
H: -4.30608 -2.67941 -2.00599  0.34
H: -3.11628 -3.30897 -3.15194  0.35
H: -3.06323 -0.51917 -1.88409  -0.12
H: -1.97496 -1.06973 -3.16784  0.41
H: 1.81936 -1.10348 -3.31225  0.37
H: 0.14630 -0.55700 -3.22869  0.01
H: 1.10605 -3.30342 -4.21203  0.39
H: 0.41911 -2.02116 -5.21299  0.40
H: -0.59214 -2.86021 -4.02919  0.22
H: 0.74650 -4.32018 0.76436  0.43
H: -0.08397 -4.19259 -0.78519  0.27
H: -1.44091 -4.18517 1.97384  0.27
H: -1.43071 -5.53968 0.84547  0.47
H: -2.28881 -4.05760 0.42004  0.09
C: 3.74806 -1.21127 1.99580  -0.78
N: 3.19587 -1.03955 3.36733  0.07
C: 4.17866 -0.34567 4.25488  -0.94
C: 1.80647 -0.40613 3.34446  -1.33
C: 1.73359 1.00853 2.83298  1.15
C: 2.16312 2.06791 3.63901  -0.41
C: 1.94564 3.38475 3.26768  -1.18
C: 1.21981 3.66074 2.11624  -0.94
C: 0.75988 2.59628 1.35789  -0.30
C: 1.00839 1.25527 1.66259  0.64
H: 4.68591 -1.75711 2.06003  0.48
H: 3.91120 -0.21888 1.58301  0.45
H: 3.02120 -1.76229 1.40307  0.11
H: 3.06044 -1.97078 3.76079  0.35
H: 4.40510 0.62451 3.82388  0.47
H: 5.07534 -0.95778 4.30608  0.36
H: 3.73958 -0.23388 5.24267  0.36
H: 1.45217 -0.49306 4.37305  0.55
H: 1.20691 -1.05800 2.70849  0.14
H: 2.63609 1.87705 4.59574  0.58
H: 2.29704 4.19023 3.89795  0.42
H: 0.99833 4.68319 1.83918  0.54
H: 0.11898 2.87493 0.49825  0.58